(1)
{"formula": "C4H6N2O", "method": "ωB97M-V with the def2-TZVPD basis set", "elements": ["C", "C", "C", "N", "C", "O", "N", "H", "H", "H", "H", "H", "H"], "coordinates": [[-2.3103, 0.0850, -0.2753], [-0.0992, 0.0574, -0.5306], [-1.0300, 0.9138, -0.2843], [1.5345, 0.5022, 1.2269], [1.7382, -0.4322, 0.4014], [2.9266, -1.0177, 0.1907], [0.7737, -0.8162, -0.5789], [-2.7023, -0.1340, 0.7175], [-2.1509, -0.8760, -0.7867], [-3.0226, 0.6286, -0.8850], [-0.8937, 1.9948, -0.3476], [2.3991, 0.7359, 1.6948], [2.8370, -1.6416, -0.5428]], "homo_ev": -8.833, "orbital_gap_ev": 9.669, "charge": 0, "smiles": "[H]/N=C(\\O)N=C=CC", "e_above_lowest_ev": 3.043}



(2)
{"formula": "C2H2INS", "method": "ωB97M-V with the def2-TZVPD basis set", "elements": ["C", "C", "N", "S", "I", "H", "H"], "coordinates": [[-1.1398, -1.6734, -0.0428], [0.8510, 0.9507, 0.0274], [-1.9460, -0.8027, 0.1076], [0.3861, -2.2815, -0.0799], [-1.0648, 1.4790, -0.0618], [1.5162, 1.0158, -0.8587], [1.3973, 1.3121, 0.9083]], "homo_ev": [-8.880, -8.858], "orbital_gap_ev": [6.764, 6.625], "charge": 0, "e_above_lowest_ev": 2.877}



(3)
{"formula": "C33H48BaBrN3P2Se", "method": "ωB97M-V with the def2-TZVPD basis set", "elements": ["N", "C", "C", "C", "C", "C", "C", "Ba", "P", "C", "C", "C", "C", "C", "C", "C", "Br", "H", "H", "H", "H", "H", "H", "H", "H", "H", "H", "P", "C", "C", "H", "H", "H", "H", "H", "C", "C", "H", "H", "H", "H", "H", "C", "C", "H", "H", "H", "H", "H", "C", "C", "H", "H", "H", "H", "H", "C", "C", "H", "H", "H", "H", "H", "C", "C", "H", "H", "H", "H", "H", "C", "N", "C", "Se", "N", "C", "C", "C", "C", "C", "C", "H", "H", "H", "H", "H", "H", "H", "H"], "coordinates": [[-4.4020, -1.3848, 2.4991], [-4.1867, -0.2404, 3.1583], [-4.5903, 1.0071, 2.6667], [-5.1791, 1.0714, 1.3788], [-5.5337, -0.1576, 0.7737], [-5.1303, -1.3490, 1.3790], [-5.2237, 2.3088, 0.6255], [-0.2069, 2.0389, -0.3243], [3.6485, -0.3291, -2.4608], [-5.1856, 2.3197, -0.7543], [-4.0511, 2.8959, -1.4650], [-3.5478, 2.2296, -2.6152], [-2.2151, 2.4775, -3.0397], [-1.6063, 3.3630, -2.2416], [-2.0164, 4.2709, -1.3183], [-3.3278, 3.9574, -0.8691], [1.6811, 2.9386, -2.2793], [-5.1428, 3.2396, 1.2053], [-5.9036, 1.7212, -1.3346], [-4.3417, 1.9121, 3.2175], [-6.0137, -0.1813, -0.2006], [-3.6553, -0.3338, 4.1103], [-5.3768, -2.3108, 0.9233], [-4.1654, 1.4849, -3.1284], [-3.7681, 4.5330, -0.0502], [-1.7821, 1.9916, -3.9245], [-1.4378, 5.1042, -0.9110], [-0.5468, -1.7602, -0.8302], [4.1566, 1.2036, -1.5618], [5.0303, 2.2321, -2.2794], [4.5825, 0.9025, -0.5896], [3.1873, 1.7195, -1.3381], [4.9209, 3.2077, -1.7895], [6.0931, 1.9713, -2.2383], [4.7400, 2.3669, -3.3272], [3.1150, 0.3019, -4.1245], [4.1977, 0.3979, -5.1845], [2.6087, 1.2736, -3.9696], [2.3324, -0.4089, -4.4469], [3.7385, 0.6706, -6.1435], [4.9480, 1.1635, -4.9535], [4.7037, -0.5628, -5.3208], [5.2125, -1.2766, -2.7223], [6.5444, -0.5753, -2.5007], [5.1674, -1.7377, -3.7162], [5.1156, -2.0908, -1.9869], [7.3562, -1.3088, -2.5998], [6.7435, 0.2129, -3.2381], [6.6160, -0.1389, -1.4965], [0.4714, -3.2467, -0.3519], [1.9331, -3.1965, -0.7885], [-0.0195, -4.1427, -0.7673], [0.4215, -3.3291, 0.7461], [2.4504, -4.0991, -0.4364], [2.0427, -3.1646, -1.8790], [2.4449, -2.3285, -0.3549], [-0.4145, -1.9260, -2.6713], [-1.3941, -1.0914, -3.4910], [-0.5722, -2.9953, -2.8763], [0.6221, -1.6722, -2.9345], [-1.3233, -1.3979, -4.5436], [-2.4378, -1.2354, -3.1810], [-1.1678, -0.0179, -3.4454], [-2.2354, -2.5223, -0.7094], [-2.4922, -3.2920, 0.5787], [-2.3799, -3.1730, -1.5865], [-2.9444, -1.6843, -0.8069], [-3.4434, -3.8323, 0.5013], [-1.7094, -4.0323, 0.7829], [-2.5835, -2.6206, 1.4399], [-0.7254, -1.4833, 3.4421], [0.1919, -0.4626, 3.9231], [1.1300, 0.2073, 3.1734], [1.6411, -0.0791, 1.4237], [1.6743, 1.1283, 4.0384], [1.0775, 1.0584, 5.3004], [1.4046, 1.6710, 6.5013], [0.6793, 1.2648, 7.6285], [-0.2922, 0.2466, 7.5529], [-0.5818, -0.3913, 6.3382], [0.1201, 0.0618, 5.2190], [-0.2970, -1.9799, 2.5642], [-1.6997, -1.0419, 3.1778], [-0.8742, -2.2006, 4.2579], [2.4267, 1.7573, 3.7820], [2.1993, 2.4142, 6.5096], [0.8570, 1.7336, 8.5944], [-0.8112, -0.0406, 8.4674], [-1.2921, -1.2066, 6.2177]], "homo_ev": [-11.909, -11.931], "orbital_gap_ev": [2.726, 2.750], "charge": 2, "e_above_lowest_ev": 2.760}



(4)
{"formula": "C5H6O", "method": "ωB97M-V with the def2-TZVPD basis set", "elements": ["O", "C", "C", "C", "C", "C", "H", "H", "H", "H", "H", "H"], "coordinates": [[1.2167, 0.0643, 1.2819], [0.8334, -0.0922, 0.0320], [0.0741, 1.1165, -0.5952], [-1.1366, 0.8006, 0.2572], [-0.6372, -0.2557, 0.8839], [0.7855, -1.3340, -0.5711], [-0.0928, 1.0126, -1.6717], [0.5694, 2.0638, -0.3675], [-2.0909, 1.2958, 0.3855], [-0.8263, -1.0186, 1.6227], [1.1849, -2.1939, -0.0442], [0.3221, -1.4694, -1.5424]], "homo_ev": [-7.748, -7.737], "orbital_gap_ev": [7.641, 7.630], "charge": 0, "e_above_lowest_ev": 5.264}